No. 1
Computed, not measured: an isolated molecule of C10H10O2 at a distorted geometry, with the ωB97M-V functional and the def2-TZVPD basis.

```
22
Properties=species:S:1:pos:R:3
C 2.80 -1.76 0.01
C 1.08 -0.09 0.04
C 1.97 0.99 0.09
C 1.40 2.26 0.04
C 0.05 2.53 0.00
C -0.83 1.44 -0.12
C -0.34 0.15 -0.10
C -1.20 -1.10 -0.06
C -2.57 -1.37 -0.08
C -3.83 -0.48 0.06
H 3.33 -1.46 0.95
H 3.14 -1.13 -0.90
H 2.82 -2.86 -0.27
H 3.05 0.86 0.27
H 2.06 3.13 0.02
H -0.40 3.49 -0.12
H -1.87 1.57 -0.15
H -0.64 -2.07 -0.16
H -2.79 -2.42 -0.14
H -4.83 -1.05 0.30
O 1.42 -1.37 0.17
O -3.83 0.72 0.16
```

E_HOMO	-8.4	eV
energy relative to the best compared isomer or geometry (same formula, charge and spin)	3.019	eV
structure (SMILES)	COc1ccccc1/C=C\C=O

***

No. 2
Computed, not measured: a 2-piece molecular cluster, C10H10O2 overall at a distorted geometry, with the ωB97M-V functional and the def2-TZVPD basis.

```
22
Properties=species:S:1:pos:R:3
C 4.78 0.08 -0.04
C 3.23 0.20 -0.45
C 2.35 -0.68 0.35
C 1.02 -0.29 0.05
C 0.76 1.08 0.29
C -0.42 1.64 -0.05
C -1.45 0.68 -0.11
C -3.59 -0.28 0.08
C -1.29 -0.67 0.02
C -0.01 -1.18 -0.21
H 5.23 -0.80 1.12
H 5.46 0.58 -0.61
H 2.91 0.38 -1.57
H 2.62 -0.85 1.41
H 2.47 -1.93 0.10
H 1.56 1.70 0.94
H -0.79 2.79 -0.13
H -4.14 -0.63 -0.87
H -4.35 -0.47 0.80
H 0.21 -2.20 -0.64
O -2.93 0.99 0.00
O -2.49 -1.25 -0.03
```

E_HOMO	-7.8	eV
energy relative to the best compared isomer or geometry (same formula, charge and spin)	9.089	eV

***

No. 3
Computed, not measured: an isolated ion of composition C10H10O2PS and charge -1 at a distorted geometry, with the ωB97M-V functional and the def2-TZVPD basis.

```
24
Properties=species:S:1:pos:R:3
C 0.33 0.67 -0.61
C -0.83 0.94 -0.71
C 4.19 -0.72 -0.21
C 3.62 -0.56 -1.45
C 3.43 -0.49 0.98
C 2.35 -0.15 -1.57
C 2.11 -0.03 0.86
C 1.61 0.14 -0.47
C -2.65 -1.17 0.95
C -3.77 -0.22 0.67
O -2.75 2.39 -1.99
O -3.48 0.58 -0.49
P -2.37 1.82 -0.70
S -2.70 3.30 1.25
H 5.19 -1.05 -0.18
H 4.27 -0.80 -2.34
H 3.98 -0.34 1.90
H 1.99 0.06 -2.58
H 1.33 0.07 1.64
H -1.81 -0.65 1.24
H -2.90 -1.93 1.73
H -2.46 -1.50 -0.09
H -3.86 0.43 1.54
H -4.81 -0.81 0.62
```

⟨S²⟩	2.018
2S+1	3
E_HOMO (alpha / beta)	-1.4 / -4.8	eV
charge	-1

***

No. 4
Computed, not measured: C10H11AgCl2N3S as an isolated structure, with the ωB97M-V functional and the def2-TZVPD basis.

```
28
Properties=species:S:1:pos:R:3
Ag 1.15 -1.97 -0.62
Cl 0.64 -4.04 -2.31
C 2.33 -4.06 -2.86
Cl 3.16 -2.57 -2.35
H 2.34 -4.11 -3.94
H 2.83 -4.90 -2.40
C 0.08 -0.12 4.33
N -0.32 0.55 3.10
C -1.02 1.73 3.04
C -1.19 2.03 1.75
N -0.59 1.02 0.99
C -0.04 0.09 1.86
S 0.83 -1.36 1.72
C -0.61 1.07 -0.45
C -1.24 2.16 -1.07
C -1.27 2.21 -2.44
C -0.68 1.19 -3.18
C -0.09 0.17 -2.48
N -0.05 0.10 -1.14
H -0.28 0.48 5.16
H 1.16 -0.21 4.38
H -0.36 -1.12 4.37
H -1.33 2.25 3.93
H -1.69 2.87 1.33
H -1.70 2.95 -0.51
H -1.75 3.05 -2.93
H -0.68 1.20 -4.26
H 0.38 -0.65 -3.01
```

E_HOMO	-11.3	eV
charge	+1

***

No. 5
Computed, not measured: an isolated molecule of C10H11BO at a distorted geometry, with the ωB97M-V functional and the def2-TZVPD basis.

```
23
Properties=species:S:1:pos:R:3
B 0.20 0.78 -0.43
C 2.75 -0.54 1.03
C 1.52 -0.87 0.57
C -3.56 0.35 -0.12
C -2.33 1.02 -0.51
C -3.32 -0.76 0.61
C 3.48 0.05 -0.04
C 1.30 -0.40 -0.86
C -1.28 0.32 -0.05
C -1.78 -0.92 0.60
C 2.66 0.22 -1.17
O 0.43 2.09 -0.31
H 2.94 -0.62 2.05
H 0.79 -1.33 1.18
H -4.45 0.96 -0.37
H -2.26 1.94 -1.17
H -3.94 -1.47 1.03
H 4.48 0.38 0.08
H 0.86 -1.14 -1.51
H -1.42 -0.90 1.61
H -1.57 -1.89 0.25
H 3.05 0.62 -2.04
H 1.45 2.11 -0.44
```

E_HOMO	-8.5	eV
energy relative to the best compared isomer or geometry (same formula, charge and spin)	0.000	eV
structure (SMILES)	OB(C1=CC=CC1)C1C=CC=C1

***

No. 6
Computed, not measured: a 2-piece molecular cluster, C10H11Cl2N2O5P2S overall at a distorted geometry, with the ωB97M-V functional and the def2-TZVPD basis.

```
33
Properties=species:S:1:pos:R:3
O -1.90 1.79 -1.99
P -0.76 1.24 -2.70
O -0.96 -0.14 -3.42
O -0.11 2.13 -3.84
C 0.56 0.96 -1.46
C 1.59 1.87 -1.21
C 2.49 1.60 -0.18
C 2.31 0.41 0.54
P 3.31 -0.18 1.97
O 3.33 1.12 2.89
O 4.80 -0.29 1.47
S 2.53 -1.76 2.66
N 1.30 -0.38 0.18
N 0.43 -0.16 -0.77
H -0.41 -0.29 -4.20
H 0.10 3.02 -3.53
H 1.67 2.77 -1.78
H 3.29 2.28 0.06
H 2.56 1.11 3.47
H 5.20 0.51 1.10
H 1.18 -1.24 0.74
Cl -0.66 -3.12 2.26
C -1.83 -2.12 1.45
C -1.93 -0.75 1.68
Cl -0.88 0.05 2.82
C -2.88 0.00 1.01
C -3.73 -0.60 0.10
C -3.63 -1.96 -0.14
C -2.68 -2.72 0.53
H -2.95 1.06 1.21
H -4.47 -0.01 -0.41
H -4.29 -2.44 -0.85
H -2.60 -3.78 0.35
```

E_HOMO	-11.7	eV
charge	+1

***

No. 7
Computed, not measured: an isolated molecule of C10H11Cl2N3O3 at a distorted geometry, with the ωB97M-V functional and the def2-TZVPD basis.

```
29
Properties=species:S:1:pos:R:3
C -3.26 -1.68 1.00
H -2.99 -1.03 1.77
H -4.10 -1.35 0.41
O -2.27 -1.50 -0.10
N -1.03 -1.86 0.31
C -0.16 -1.64 -0.31
N 1.09 -1.87 0.25
C 2.36 -1.49 -0.65
O 3.37 -1.88 -0.14
N 2.45 -0.90 -1.74
H 3.29 -0.46 -2.05
O 1.32 0.02 -2.40
C 1.41 1.10 -1.95
C 0.64 1.52 -0.51
C 1.24 1.44 0.56
C 0.46 1.51 2.00
C -0.81 1.45 1.88
C -1.54 1.55 0.70
C -0.67 1.61 -0.62
Cl -1.66 1.51 -1.93
H -2.63 1.65 0.48
H -1.53 1.77 2.90
H 1.05 1.66 2.87
Cl 2.92 1.42 0.97
H 2.40 1.83 -1.97
H 0.96 1.84 -2.65
H 1.27 -2.31 1.02
H -0.20 -1.15 -1.45
H -3.40 -2.75 1.37
```

E_HOMO	-8.3	eV
energy relative to the best compared isomer or geometry (same formula, charge and spin)	10.573	eV
structure (SMILES)	CO/N=C/NC(=O)NOCc1c(Cl)cccc1Cl

***

No. 8
Computed, not measured: a 2-piece molecular cluster, C10H11F3N2 overall at a distorted geometry, with the ωB97M-V functional and the def2-TZVPD basis.

```
26
Properties=species:S:1:pos:R:3
C -0.07 0.17 1.43
C 0.97 1.44 -0.30
C 0.71 0.78 2.37
C 1.84 2.06 0.63
C 0.07 0.55 0.13
C 1.75 1.67 2.02
C -1.29 -0.75 -1.61
C 2.65 2.13 3.12
C -2.46 -2.89 -1.41
C -0.49 -1.14 -2.87
N -2.65 -0.51 -1.72
N -2.18 -1.59 -0.89
F 0.43 -2.13 -2.62
F -1.09 -1.54 -3.95
F 0.15 -0.02 -3.24
H -0.78 -0.52 1.74
H 1.07 1.69 -1.30
H 0.60 0.39 3.45
H 2.67 2.74 0.17
H 2.77 3.26 3.23
H 2.23 1.73 4.17
H 3.57 1.75 2.92
H -3.09 -3.35 -0.63
H -2.89 -2.85 -2.36
H -1.46 -3.39 -1.21
H -3.01 0.34 -1.28
```

E_HOMO (alpha / beta)	-8.9 / -9.0	eV
energy relative to the best compared isomer or geometry (same formula, charge and spin)	4.667	eV

***

No. 9
Computed, not measured: a 2-piece molecular cluster, C10H11IN2O overall at a distorted geometry, with the ωB97M-V functional and the def2-TZVPD basis.

```
25
Properties=species:S:1:pos:R:3
C -1.71 -1.62 2.85
C -0.38 -1.26 3.03
C -2.19 -1.79 1.58
C 0.47 -0.75 2.03
C -1.58 -1.00 -0.93
C -1.38 -1.27 0.48
C -0.09 -0.74 0.75
C 0.72 2.00 -2.62
C 1.57 0.83 -2.24
C 1.44 0.44 -0.74
N -0.51 -0.58 -1.43
N 0.44 -0.38 -0.48
O 0.87 2.35 0.50
I 3.27 0.71 0.39
H -2.29 -1.87 3.75
H -0.04 -1.19 4.14
H -3.18 -2.18 1.50
H 1.58 -0.54 2.15
H -2.38 -1.40 -1.60
H 0.73 2.13 -3.68
H 1.02 2.95 -2.05
H -0.36 1.77 -2.38
H 1.17 -0.09 -2.61
H 2.68 0.96 -2.46
H 0.12 2.54 0.08
```

E_HOMO	-8.3	eV
energy relative to the best compared isomer or geometry (same formula, charge and spin)	3.237	eV

***

No. 10
Computed, not measured: an isolated molecule of C10H11IO at a distorted geometry, with the ωB97M-V functional and the def2-TZVPD basis.

```
23
Properties=species:S:1:pos:R:3
C -2.93 -1.63 0.27
C -2.03 -1.37 1.33
C -2.57 -1.52 -1.00
C -0.72 -0.96 1.02
C -1.23 -1.16 -1.32
C -0.34 -0.77 -0.28
C 0.54 1.82 0.21
C 1.45 0.65 0.03
C 1.51 1.83 -0.91
C 2.62 0.33 1.05
O 0.93 -0.49 -0.62
I 0.77 3.17 1.89
H -3.80 -2.17 0.50
H -2.27 -1.31 2.36
H -3.28 -1.84 -1.66
H -0.06 -0.51 1.75
H -0.52 1.74 0.10
H 1.15 1.74 -1.83
H -1.00 -0.93 -2.34
H 2.49 2.55 -0.86
H 3.14 1.30 1.12
H 3.18 -0.47 0.39
H 2.15 -0.17 1.89
```

E_HOMO	-8.9	eV
energy relative to the best compared isomer or geometry (same formula, charge and spin)	1.609	eV
structure (SMILES)	C[C@]1(Oc2ccccc2)C[C@@H]1I